{
  "formula": "C23H36N3SiV",
  "method": "ωB97M-V/def2-TZVPD",
  "symbols": ["V", "N", "C", "C", "C", "C", "N", "H", "H", "H", "H", "H", "H", "H", "H", "H", "H", "H", "H", "C", "Si", "C", "N", "C", "C", "C", "C", "C", "C", "C", "C", "C", "C", "C", "C", "C", "C", "C", "C", "C", "H", "H", "H", "H", "H", "H", "H", "H", "H", "H", "H", "H", "H", "H", "H", "H", "H", "H", "H", "H", "H", "H", "H", "H"],
  "xyz": [[0.226, -1.319, -0.329], [1.108, -1.646, 1.505], [2.316, -2.431, 1.854], [3.219, -2.744, 0.662], [2.786, -3.965, -0.154], [1.785, -3.689, -1.273], [0.456, -3.272, -0.787], [1.220, -0.696, 1.880], [0.312, -2.029, 2.022], [2.014, -3.376, 2.313], [2.897, -1.871, 2.590], [4.208, -2.956, 1.066], [3.318, -1.870, 0.010], [2.399, -4.736, 0.517], [3.669, -4.383, -0.636], [1.683, -4.599, -1.875], [2.177, -2.897, -1.925], [0.195, -3.885, -0.006], [-0.236, -3.456, -1.521], [-1.678, -1.262, 0.315], [-1.584, 0.641, 0.507], [-0.723, 1.106, -1.210], [0.276, 0.121, -1.634], [-0.040, -0.406, -2.962], [0.075, 0.684, -4.053], [1.322, 1.552, -3.825], [2.316, 0.816, -2.935], [1.674, 0.569, -1.563], [-0.309, 1.156, 1.823], [0.422, 2.330, 1.638], [1.254, 2.819, 2.628], [1.386, 2.143, 3.830], [0.647, 0.989, 4.049], [-0.204, 0.516, 3.063], [-3.185, 1.585, 0.807], [-3.394, 2.153, 2.066], [-4.550, 2.862, 2.330], [-5.515, 3.005, 1.346], [-5.323, 2.436, 0.096], [-4.168, 1.725, -0.171], [-2.344, -1.537, -0.507], [-2.015, -1.769, 1.217], [-0.294, 2.105, -1.156], [-1.530, 1.156, -1.939], [-1.059, -0.815, -2.954], [0.661, -1.216, -3.203], [-0.817, 1.311, -4.063], [0.121, 0.190, -5.023], [1.054, 2.496, -3.348], [1.791, 1.798, -4.777], [3.220, 1.409, -2.802], [2.610, -0.123, -3.406], [1.728, 1.483, -0.965], [2.253, -0.214, -1.037], [0.307, 2.896, 0.724], [1.785, 3.741, 2.460], [2.042, 2.518, 4.598], [0.719, 0.470, 4.992], [-0.823, -0.353, 3.255], [-2.646, 2.043, 2.836], [-4.694, 3.303, 3.304], [-6.416, 3.561, 1.552], [-6.073, 2.547, -0.671], [-4.031, 1.278, -1.146]],
  "homo_lumo_gap_ev": [7.543, 8.216],
  "spin_multiplicity": 3,
  "homo_ev": [-14.1, -14.1],
  "lumo_energy_ev": [-6.52, -5.85],
  "charge": 2
}

=====

{
  "formula": "C5H10N2O2",
  "method": "ωB97M-V/def2-TZVPD",
  "symbols": ["C", "C", "O", "N", "C", "N", "H", "H", "H", "H", "H", "H", "H", "H", "C", "C", "O", "H", "H"],
  "xyz": [[0.470, 0.926, -1.664], [0.396, 0.907, -0.162], [-0.008, 1.809, 0.541], [0.827, -0.325, 0.430], [0.942, -0.394, 1.880], [1.737, -1.105, -0.294], [0.023, 0.035, -2.099], [-0.067, 1.794, -2.035], [1.513, 0.894, -1.972], [0.702, -1.404, 2.221], [1.956, -0.151, 2.204], [0.258, 0.330, 2.313], [1.404, -1.975, -0.706], [2.560, -1.480, 0.182], [-2.634, 0.485, 0.054], [-2.241, -0.673, -0.417], [-2.247, -1.640, -1.087], [-3.581, 0.950, -0.142], [-2.011, 1.016, 0.755]],
  "homo_lumo_gap_ev": 9.566,
  "homo_ev": -9.0,
  "lumo_energy_ev": 0.59,
  "e_above_lowest_kcal_mol": 77.3
}

=====

{
  "formula": "C4H13N3",
  "method": "ωB97M-V/def2-TZVPD",
  "symbols": ["C", "C", "C", "C", "N", "N", "N", "H", "H", "H", "H", "H", "H", "H", "H", "H", "H", "H", "H", "H"],
  "xyz": [[-0.474, 1.517, 0.177], [0.694, 0.660, -0.382], [0.434, -0.822, -0.105], [-0.442, -1.298, 0.861], [-0.673, -2.618, 1.225], [1.129, -1.854, -0.929], [-0.417, 2.979, -0.247], [-1.412, 1.142, -0.250], [-0.475, 1.553, 1.270], [0.518, 0.734, -1.470], [1.687, 1.018, -0.079], [-1.161, -0.616, 1.310], [-1.012, -2.560, 2.191], [-1.121, -3.270, 0.569], [0.867, -2.726, -0.427], [2.155, -1.816, -0.826], [0.835, -2.009, -1.908], [0.516, 3.311, 0.024], [-0.537, 3.126, -1.256], [-1.111, 3.550, 0.251]],
  "homo_lumo_gap_ev": [11.519, 8.455],
  "spin_multiplicity": 2,
  "homo_ev": [-24.3, -25.2],
  "lumo_energy_ev": [-12.83, -16.71],
  "charge": 3,
  "e_above_lowest_kcal_mol": 27.5
}

=====

{
  "formula": "C2H2FeO2",
  "method": "ωB97M-V/def2-TZVPD",
  "symbols": ["H", "C", "C", "H", "O", "O", "Fe"],
  "xyz": [[2.210, -1.327, -0.802], [1.624, -1.556, 0.079], [1.070, -1.780, 1.135], [0.565, -2.090, 2.042], [-0.917, 1.043, -1.262], [-1.067, 1.659, 0.125], [-0.274, -0.012, 0.121]],
  "homo_lumo_gap_ev": [10.877, 9.317],
  "spin_multiplicity": 6,
  "homo_ev": [-16.0, -16.3],
  "lumo_energy_ev": [-5.07, -6.98],
  "charge": 1,
  "e_above_lowest_kcal_mol": 100.1
}

=====

{
  "formula": "C38H41Br2CoN4P2",
  "method": "ωB97M-V/def2-TZVPD",
  "symbols": ["Co", "Br", "C", "C", "C", "N", "C", "C", "C", "C", "C", "Br", "C", "C", "N", "H", "H", "H", "H", "H", "H", "C", "P", "C", "N", "C", "C", "C", "C", "C", "C", "N", "C", "P", "C", "C", "C", "C", "C", "C", "C", "C", "C", "H", "H", "H", "H", "H", "H", "H", "H", "H", "H", "H", "H", "H", "H", "H", "H", "H", "H", "H", "H", "H", "H", "H", "H", "H", "H", "H", "H", "C", "C", "C", "C", "C", "C", "C", "C", "C", "C", "H", "H", "H", "H", "H", "H", "H"],
  "xyz": [[0.345, -0.345, 0.904], [6.633, -0.578, 3.075], [4.877, -0.540, 2.440], [4.536, -1.162, 1.246], [3.230, -1.080, 0.807], [2.264, -0.442, 1.483], [2.589, 0.111, 2.662], [3.883, 0.106, 3.159], [1.454, 0.698, 3.389], [1.558, 1.080, 4.718], [0.456, 1.634, 5.351], [0.556, 2.157, 7.142], [-0.714, 1.801, 4.624], [-0.733, 1.382, 3.310], [0.307, 0.820, 2.686], [5.270, -1.688, 0.656], [2.942, -1.551, -0.117], [4.121, 0.591, 4.092], [2.477, 0.941, 5.264], [-1.591, 2.249, 5.066], [-1.615, 1.539, 2.712], [-3.067, -0.586, 1.373], [-1.786, -0.371, 0.098], [-2.107, 1.275, -0.596], [-3.341, 1.709, -0.727], [-3.508, 2.922, -1.297], [-4.815, 3.440, -1.475], [-4.979, 4.659, -2.063], [-3.860, 5.418, -2.493], [-2.590, 4.953, -2.324], [-2.385, 3.690, -1.717], [-1.127, 3.249, -1.498], [-0.996, 2.057, -0.964], [0.651, 1.537, -0.354], [1.002, 2.953, 0.729], [1.928, 1.672, -1.688], [1.909, 0.392, -2.506], [3.295, 1.931, -1.051], [1.644, 2.849, -2.640], [-2.317, -1.551, -1.247], [-3.742, -1.222, -1.742], [-2.362, -3.000, -0.759], [-1.367, -1.349, -2.426], [-4.049, -0.462, 0.918], [-2.991, 0.151, 2.163], [-2.999, -1.587, 1.801], [-5.649, 2.840, -1.143], [-5.970, 5.063, -2.211], [-4.031, 6.379, -2.957], [-1.722, 5.514, -2.636], [1.008, 3.846, 0.102], [1.964, 2.852, 1.228], [0.216, 3.063, 1.472], [2.064, -0.482, -1.882], [2.700, 0.424, -3.255], [0.958, 0.273, -3.029], [3.532, 1.297, -0.198], [3.375, 2.968, -0.730], [4.060, 1.768, -1.809], [0.730, 2.710, -3.210], [2.478, 2.915, -3.340], [1.580, 3.801, -2.117], [-4.489, -1.282, -0.954], [-4.002, -1.977, -2.485], [-3.812, -0.249, -2.217], [-3.247, -3.166, -0.144], [-1.491, -3.334, -0.203], [-2.459, -3.638, -1.637], [-1.553, -0.388, -2.909], [-1.537, -2.128, -3.168], [-0.323, -1.389, -2.128], [1.867, -5.577, -1.738], [1.924, -4.311, -2.352], [1.480, -3.197, -1.697], [0.962, -3.281, -0.379], [0.506, -2.197, 0.410], [0.079, -2.372, 1.697], [0.035, -3.641, 2.311], [0.438, -4.713, 1.567], [0.915, -4.567, 0.244], [1.371, -5.702, -0.474], [2.216, -6.446, -2.278], [2.317, -4.229, -3.355], [1.508, -2.247, -2.196], [-0.296, -1.515, 2.299], [-0.325, -3.761, 3.323], [0.406, -5.708, 1.992], [1.327, -6.671, 0.005]],
  "homo_lumo_gap_ev": [6.892, 6.891],
  "homo_ev": [-13.1, -13.1],
  "lumo_energy_ev": [-6.18, -6.18],
  "charge": 2,
  "e_above_lowest_kcal_mol": 0.0
}

=====

{
  "formula": "C22H27N3O2",
  "method": "ωB97M-V/def2-TZVPD",
  "symbols": ["C", "C", "C", "C", "C", "C", "O", "C", "C", "C", "C", "C", "N", "N", "C", "O", "C", "N", "C", "C", "C", "C", "C", "C", "C", "C", "C", "H", "H", "H", "H", "H", "H", "H", "H", "H", "H", "H", "H", "H", "H", "H", "H", "H", "H", "H", "H", "H", "H", "H", "H", "H", "H", "H"],
  "xyz": [[1.814, 6.366, -2.413], [1.880, 5.604, -1.125], [0.768, 4.929, -0.639], [0.820, 4.247, 0.562], [1.994, 4.216, 1.302], [2.055, 3.481, 2.620], [1.143, 2.409, 2.730], [1.310, 1.317, 1.941], [2.319, 1.155, 0.996], [2.389, -0.011, 0.257], [1.465, -1.037, 0.437], [1.544, -2.248, -0.346], [0.725, -3.203, -0.158], [0.806, -4.312, -0.900], [-0.104, -5.323, -0.818], [0.025, -6.327, -1.485], [-1.239, -5.067, 0.155], [-1.945, -3.851, -0.194], [-2.845, -3.404, 0.849], [-3.373, -2.013, 0.511], [-4.100, -2.042, -0.829], [-3.155, -2.596, -1.890], [-2.641, -3.966, -1.461], [0.451, -0.864, 1.386], [0.374, 0.291, 2.123], [3.110, 4.886, 0.820], [3.051, 5.575, -0.377], [1.079, 5.930, -3.085], [2.783, 6.380, -2.907], [1.521, 7.399, -2.218], [-0.152, 4.939, -1.206], [-0.053, 3.727, 0.929], [3.079, 3.136, 2.816], [1.766, 4.161, 3.430], [3.045, 1.932, 0.821], [3.177, -0.122, -0.475], [2.334, -2.303, -1.107], [1.556, -4.416, -1.592], [-0.803, -4.937, 1.149], [-1.890, -5.959, 0.161], [-2.292, -3.370, 1.791], [-3.696, -4.100, 0.978], [-4.042, -1.672, 1.304], [-2.529, -1.324, 0.447], [-4.433, -1.039, -1.103], [-4.982, -2.683, -0.755], [-3.662, -2.680, -2.853], [-2.304, -1.923, -2.002], [-1.943, -4.353, -2.207], [-3.487, -4.675, -1.391], [-0.265, -1.659, 1.516], [-0.403, 0.437, 2.857], [4.031, 4.869, 1.386], [3.927, 6.092, -0.739]],
  "homo_lumo_gap_ev": 8.601,
  "homo_ev": -8.0,
  "lumo_energy_ev": 0.64,
  "e_above_lowest_kcal_mol": 62.3
}

=====

{
  "formula": "C36H63N9",
  "method": "ωB97M-V/def2-TZVPD",
  "symbols": ["C", "C", "C", "C", "N", "H", "H", "H", "H", "H", "H", "H", "C", "C", "C", "C", "N", "H", "H", "H", "H", "H", "H", "H", "C", "C", "C", "C", "N", "H", "H", "H", "H", "H", "H", "H", "C", "C", "C", "C", "N", "H", "H", "H", "H", "H", "H", "H", "C", "C", "C", "C", "N", "H", "H", "H", "H", "H", "H", "H", "C", "C", "C", "C", "N", "H", "H", "H", "H", "H", "H", "H", "C", "C", "C", "C", "N", "H", "H", "H", "H", "H", "H", "H", "C", "C", "C", "C", "N", "H", "H", "H", "H", "H", "H", "H", "C", "C", "C", "C", "N", "H", "H", "H", "H", "H", "H", "H"],
  "xyz": [[-21.511, 15.473, 12.938], [-21.483, 16.174, 11.573], [-20.282, 17.124, 11.484], [-20.204, 17.907, 10.257], [-20.107, 18.536, 9.301], [-20.668, 14.781, 12.935], [-22.430, 14.918, 13.102], [-21.350, 16.130, 13.795], [-22.410, 16.728, 11.417], [-21.434, 15.390, 10.819], [-19.368, 16.521, 11.520], [-20.209, 17.725, 12.389], [-23.691, 18.028, 14.567], [-24.624, 16.905, 15.060], [-23.981, 15.794, 15.869], [-23.081, 16.256, 16.934], [-22.375, 16.615, 17.763], [-23.689, 18.912, 15.202], [-24.047, 18.352, 13.588], [-22.675, 17.657, 14.448], [-25.153, 16.491, 14.195], [-25.517, 17.317, 15.544], [-23.384, 15.147, 15.220], [-24.760, 15.170, 16.311], [-20.793, 22.661, 15.725], [-21.494, 21.345, 16.023], [-20.495, 20.184, 15.992], [-19.938, 19.972, 14.650], [-19.512, 19.804, 13.600], [-20.303, 22.921, 16.680], [-21.369, 23.572, 15.575], [-19.920, 22.588, 15.077], [-22.333, 21.112, 15.364], [-21.937, 21.361, 17.020], [-20.990, 19.254, 16.275], [-19.560, 20.332, 16.544], [-22.354, 21.551, 11.297], [-21.346, 22.529, 10.689], [-19.929, 22.028, 10.618], [-18.961, 22.962, 10.013], [-18.179, 23.690, 9.602], [-22.174, 21.334, 12.351], [-22.389, 20.628, 10.715], [-23.347, 21.998, 11.218], [-21.476, 23.566, 10.997], [-21.649, 22.589, 9.631], [-19.834, 21.030, 10.189], [-19.516, 21.941, 11.634], [-26.039, 19.279, 8.188], [-24.806, 18.609, 8.777], [-25.104, 17.886, 10.098], [-26.306, 17.018, 10.031], [-27.231, 16.341, 9.977], [-25.771, 19.731, 7.222], [-26.339, 20.104, 8.833], [-26.841, 18.644, 7.809], [-24.050, 19.380, 8.929], [-24.393, 17.889, 8.070], [-25.315, 18.610, 10.888], [-24.299, 17.221, 10.409], [-16.906, 16.862, 8.912], [-17.314, 15.902, 7.794], [-16.864, 16.319, 6.367], [-17.717, 17.217, 5.629], [-18.350, 17.943, 5.003], [-17.398, 16.361, 9.755], [-17.423, 17.822, 8.859], [-15.833, 17.000, 8.996], [-18.384, 15.731, 7.900], [-16.767, 14.977, 7.987], [-16.691, 15.377, 5.841], [-15.849, 16.724, 6.412], [-22.616, 9.062, 14.591], [-23.124, 9.633, 15.908], [-23.402, 11.192, 15.995], [-22.643, 11.952, 15.022], [-22.070, 12.528, 14.208], [-23.423, 8.552, 14.065], [-21.791, 8.388, 14.799], [-22.274, 9.824, 13.890], [-22.313, 9.603, 16.643], [-23.962, 9.120, 16.371], [-23.319, 11.556, 17.016], [-24.452, 11.336, 15.714], [-23.092, 19.301, 4.720], [-21.602, 19.367, 5.067], [-21.351, 19.025, 6.535], [-21.704, 17.663, 6.953], [-22.018, 16.594, 7.225], [-23.195, 19.674, 3.694], [-23.656, 20.049, 5.283], [-23.487, 18.290, 4.777], [-21.254, 20.395, 4.956], [-21.019, 18.734, 4.399], [-21.734, 19.872, 7.103], [-20.264, 19.125, 6.625], [-19.313, 11.542, 17.634], [-19.536, 12.987, 18.068], [-20.110, 13.884, 16.934], [-19.386, 13.739, 15.679], [-18.811, 13.659, 14.691], [-18.573, 11.035, 18.255], [-18.763, 11.567, 16.687], [-20.238, 10.976, 17.543], [-18.549, 13.362, 18.352], [-20.160, 13.074, 18.956], [-20.087, 14.936, 17.203], [-21.092, 13.447, 16.736]],
  "homo_lumo_gap_ev": 11.036,
  "homo_ev": -10.8,
  "lumo_energy_ev": 0.21,
  "e_above_lowest_kcal_mol": 53.7
}

=====

{
  "formula": "C4H18N2O5",
  "method": "ωB97M-V/def2-TZVPD",
  "symbols": ["C", "N", "C", "C", "C", "N", "O", "H", "H", "H", "H", "H", "H", "H", "H", "H", "H", "O", "H", "H", "O", "H", "H", "O", "H", "H", "O", "H", "H"],
  "xyz": [[-0.197, -1.310, -1.121], [0.425, -0.765, 0.088], [0.296, 0.690, 0.257], [0.326, 1.057, 1.727], [-0.968, 1.258, -0.385], [-0.795, 1.914, -1.538], [-2.080, 1.152, 0.133], [0.204, -0.806, -2.000], [0.049, -2.368, -1.204], [-1.286, -1.204, -1.115], [0.100, -1.256, 0.923], [1.154, 1.149, -0.244], [-0.533, 0.633, 2.244], [0.248, 2.137, 1.869], [1.245, 0.737, 2.215], [-1.579, 2.311, -2.016], [0.095, 1.872, -2.041], [3.149, -0.593, -1.029], [3.687, -0.174, -0.349], [2.313, -0.874, -0.561], [2.093, 1.189, -2.879], [2.398, 0.845, -3.726], [2.456, 0.556, -2.210], [-3.027, -0.757, 1.791], [-2.668, -0.094, 1.157], [-3.554, -0.234, 2.424], [-0.816, -2.213, 2.611], [-1.104, -3.149, 2.603], [-1.632, -1.703, 2.375]],
  "homo_lumo_gap_ev": 9.941,
  "homo_ev": -9.3,
  "lumo_energy_ev": 0.69,
  "e_above_lowest_kcal_mol": 0.0
}

=====

Let's list max |F| in order: 1.83; 3.28; 3.06; 4.33; 0.64; 1.31; 2.46; 1.11 eV/Å.